No. 1
Molecular formula: C6H10N2
Method: DFT, the ωB97M-V functional and the def2-TZVPD basis

Properties
Largest force on an atom ... 4.62 eV Å⁻¹
Net charge ... 0
ΔE to the lowest compared entry with this formula, charge and spin ... 126.9 kcal per mole
Frontier orbital gap ... 9.10 eV
E_HOMO ... -8.14 eV
SMILES string ... C=CN(C#CC)NC

Positions of all 18 atoms, in Å:
N 0.28971 -1.27141 -1.05200
N -0.19753 -0.04032 -0.73593
C 1.43740 2.00220 2.51545
C 0.03479 -2.32717 -0.16071
C -0.69490 0.35658 -3.04897
C 0.46522 0.75470 0.40917
C 0.98230 1.34863 1.31977
C -0.43669 0.81517 -1.81036
H 0.07102 -2.13746 1.01462
H -0.80520 -0.68850 -3.15390
H -1.05220 1.00787 -3.84134
H 0.88254 1.73763 3.40447
H 1.48186 3.03461 2.50639
H 0.69110 -3.11026 -0.48505
H -0.05620 1.80590 -1.59539
H 2.46602 1.97561 2.77749
H -0.94227 -2.72204 -0.20522
H 1.33397 -1.20874 -1.47634


No. 2
Molecular formula: C6H10N2
Method: DFT, the ωB97M-V functional and the def2-TZVPD basis

Properties
Largest force on an atom ... 4.39 eV Å⁻¹
Net charge ... 0
ΔE to the lowest compared entry with this formula, charge and spin ... 51.2 kcal per mole
Frontier orbital gap ... 10.18 eV
E_HOMO ... -9.43 eV
SMILES string ... CCC1(C#N)CNC1

Positions of all 18 atoms, in Å:
N 0.59664 0.97137 -2.54630
N -1.25208 -1.49186 -0.08000
C 0.18262 -1.42888 0.05067
C -1.45473 -0.06254 0.05551
C 0.09791 0.11918 -0.19415
C 0.36681 0.48464 -1.51147
C 0.96796 0.97293 0.81035
C 0.57366 0.60077 2.21696
H 0.61346 -1.87145 -0.80575
H 0.87517 2.10492 0.67222
H -1.62302 -2.20879 0.58495
H 1.29797 1.12696 2.75632
H 0.48600 -0.46531 2.45106
H -2.08254 0.37023 -0.72885
H 0.72020 -1.73396 0.95686
H -1.65976 0.36985 1.02648
H 1.93740 0.66784 0.55773
H -0.38217 1.16652 2.34587


No. 3
Molecular formula: C6H10N2
Method: DFT, the ωB97M-V functional and the def2-TZVPD basis

Properties
Largest force on an atom ... 6.32 eV Å⁻¹
Net charge ... 0
ΔE to the lowest compared entry with this formula, charge and spin ... 186.1 kcal per mole
Frontier orbital gap ... 9.58 eV
E_HOMO ... -9.03 eV

Positions of all 18 atoms, in Å:
N 1.65712 -1.26192 -0.09965
N -0.16671 0.14533 1.24911
C 1.01916 1.82421 -0.13706
C -0.62479 -1.06087 0.25928
C 0.38553 -0.75621 -0.66243
C 0.12863 0.65632 -0.07945
C -1.42884 0.78856 -0.36361
C -1.87395 -0.43982 -0.12203
H 2.50116 -0.31557 0.58003
H -0.44850 -1.93075 0.85628
H 2.08733 -1.31498 -1.22095
H 2.09905 1.66680 0.08304
H 0.52779 2.19720 -1.13499
H 0.67521 2.34391 0.73931
H -2.78137 -1.11705 -0.20892
H -2.01418 1.62150 -0.85967
H 0.88204 -0.23250 1.51285
H 0.40406 -1.17556 -1.76142


No. 4
Molecular formula: C6H10N2
Method: DFT, the ωB97M-V functional and the def2-TZVPD basis

Properties
Largest force on an atom ... 6.21 eV Å⁻¹
Net charge ... 0
ΔE to the lowest compared entry with this formula, charge and spin ... 104.7 kcal per mole
Frontier orbital gap ... 9.61 eV
E_HOMO ... -8.73 eV
SMILES string ... C=C(C)/C=N\N=C\C

Positions of all 18 atoms, in Å:
N 0.34955 -0.73489 0.47881
N 0.88080 -0.49105 -0.89504
C -0.68348 2.34087 -2.03275
C 0.54316 -2.66942 1.99169
C 0.67621 0.58790 -1.39830
C -0.41883 1.53773 -0.96653
C -1.09302 1.58040 0.32693
C 0.84700 -1.94822 0.71584
H -1.39344 0.45392 0.45773
H -0.08626 -3.59171 1.92130
H 1.38353 0.75723 -2.30471
H 1.48281 -3.04674 2.44069
H -1.94122 2.21291 0.32361
H -1.62454 3.04029 -1.94582
H 1.26933 -2.71940 -0.11715
H -0.35730 1.88974 1.09675
H -0.05561 2.52031 -2.80548
H 0.22129 -1.71989 2.71243


No. 5
Molecular formula: C6H10N2
Method: DFT, the ωB97M-V functional and the def2-TZVPD basis

Properties
Largest force on an atom ... 5.27 eV Å⁻¹
Net charge ... 0
ΔE to the lowest compared entry with this formula, charge and spin ... 135.7 kcal per mole
Frontier orbital gap ... 9.21 eV
E_HOMO ... -8.19 eV
SMILES string ... C1C[C@@]2(CN2)[C@H]2N[C@H]12

Positions of all 18 atoms, in Å:
N -1.30636 -1.85978 -0.24378
N 2.02835 -0.32324 -0.77608
C 1.87208 -0.49349 0.66761
C -1.43104 -0.49299 0.34815
C -0.11456 1.20688 -0.09759
C -0.42816 -0.87169 -0.72129
C -1.61901 0.96533 -0.10578
C 0.77484 -0.03769 -0.28987
H -0.95344 -0.53291 1.30450
H 2.59721 0.44315 -1.04967
H 0.12925 1.69281 0.86365
H -0.75134 -0.49922 -1.71147
H 0.28359 1.91334 -0.87067
H -0.86374 -2.47823 0.44711
H -2.07945 1.09262 -1.01445
H 1.84591 -1.49518 1.13840
H -2.19427 1.52197 0.66847
H 2.21015 0.24830 1.44276


No. 6
Molecular formula: C6H10N2
Method: DFT, the ωB97M-V functional and the def2-TZVPD basis

Properties
Largest force on an atom ... 5.20 eV Å⁻¹
Net charge ... 0
ΔE to the lowest compared entry with this formula, charge and spin ... 105.8 kcal per mole
Frontier orbital gap ... 8.59 eV
E_HOMO ... -8.54 eV
SMILES string ... [H]/N=C(N)/C(C)=C\C=C

Positions of all 18 atoms, in Å:
N 1.00456 -0.68439 1.42871
N 0.68992 1.61746 1.24619
C 0.93760 -0.08268 -1.24309
C -1.01509 0.22874 -0.11439
C 0.54521 0.43216 0.75330
C 1.53237 -1.21327 -1.77082
C -0.55830 0.00564 -1.32572
C -2.23276 0.71080 0.55467
H 1.00867 -1.85165 -2.47245
H -3.11793 0.51198 -0.06181
H -2.36476 0.20657 1.51747
H 0.95785 -0.62508 2.43606
H -2.16987 1.78734 0.73801
H 1.51149 0.84089 -1.24596
H -1.11092 -0.39113 -2.17306
H 1.12385 1.58113 2.16940
H 0.72547 -1.57413 1.03339
H 2.53264 -1.50040 -1.46990


No. 7
Molecular formula: C6H10N2
Method: DFT, the ωB97M-V functional and the def2-TZVPD basis

Properties
Largest force on an atom ... 4.03 eV Å⁻¹
Net charge ... 0
ΔE to the lowest compared entry with this formula, charge and spin ... 53.6 kcal per mole
Frontier orbital gap ... 8.87 eV
E_HOMO ... -7.79 eV
SMILES string ... C=C1C(C)=CCN1N

Positions of all 18 atoms, in Å:
N 1.58299 0.57618 -2.02586
N 1.03058 -0.00597 -0.90717
C -0.47906 -0.29210 0.86901
C 1.82970 -0.44063 0.22819
C 0.77098 -0.65627 1.27159
C -0.45400 0.19534 -0.47508
C -1.69363 -0.36055 1.73686
C -1.39513 0.74338 -1.23705
H -1.14622 1.29680 -2.13736
H 0.96910 -1.20279 2.18244
H -1.63501 -1.21593 2.41821
H 1.43221 1.58558 -2.03551
H -2.45332 0.58352 -1.05425
H 1.13781 0.19611 -2.86078
H 2.56202 0.31474 0.53821
H -2.60986 -0.47602 1.15261
H 2.32831 -1.38636 -0.00974
H -1.77746 0.54497 2.34568


No. 8
Molecular formula: C6H10N2
Method: DFT, the ωB97M-V functional and the def2-TZVPD basis

Properties
Largest force on an atom ... 4.19 eV Å⁻¹
Net charge ... 0
ΔE to the lowest compared entry with this formula, charge and spin ... 70.6 kcal per mole
Frontier orbital gap ... 7.98 eV
E_HOMO ... -6.96 eV

Positions of all 18 atoms, in Å:
N -0.89415 0.25785 0.23995
N -1.22425 1.51935 0.36755
C -0.49051 -2.03041 0.43528
C -0.19113 2.18921 -0.40398
C 0.44568 0.00178 -0.43136
C 0.79254 -1.43445 0.01347
C -1.39514 -0.85129 0.67939
C 1.07407 1.37589 -0.16188
H 1.50746 1.60699 0.83831
H 1.34389 -2.01670 -0.75476
H -0.86043 -2.74298 -0.33890
H -2.33689 -0.60985 1.26255
H 0.14902 -0.08636 -1.48355
H -0.41719 -2.68905 1.29458
H -0.19440 3.30113 -0.23407
H 1.47122 -1.46249 0.99756
H 1.76974 1.62114 -0.94145
H -0.54955 2.05023 -1.37870


No. 9
Molecular formula: C6H10N2O
Method: DFT, the ωB97M-V functional and the def2-TZVPD basis

Properties
Largest force on an atom ... 5.82 eV Å⁻¹
Net charge ... 0
ΔE to the lowest compared entry with this formula, charge and spin ... 72.8 kcal per mole
Frontier orbital gap ... 7.94 eV
E_HOMO ... -7.11 eV
SMILES string ... CCNc1cc(O)c[nH]1

Positions of all 19 atoms, in Å:
O 3.16499 -1.37403 -0.12450
N 1.08570 1.55041 0.22226
N -1.10043 0.98514 -0.38920
C -1.92244 -0.12112 -0.59881
C 2.23087 -0.32968 -0.11742
C 0.11568 0.60888 -0.09956
C 2.26412 0.97057 0.26390
C -2.15570 -1.09315 0.61885
C 0.77567 -0.60888 -0.32196
H -2.93157 0.44683 -0.74626
H -1.59823 1.60687 0.33313
H -2.75514 -1.94163 0.18653
H 1.01374 2.57264 -0.04348
H -2.69149 -0.46211 1.38582
H -1.87223 -0.80683 -1.41067
H 3.06966 1.76746 0.25198
H 4.08970 -0.81161 -0.31882
H -1.23870 -1.33114 1.23930
H 0.45578 -1.62858 -0.33110


No. 10
Molecular formula: C6H10N2O
Method: DFT, the ωB97M-V functional and the def2-TZVPD basis

Properties
Largest force on an atom ... 1.12 eV Å⁻¹
Net charge ... 0
ΔE to the lowest compared entry with this formula, charge and spin ... 172.4 kcal per mole
Frontier orbital gap ... 8.19 eV
E_HOMO ... -8.83 eV

Positions of all 19 atoms, in Å:
O -1.73070 0.05960 0.24973
N 3.53314 -0.11810 0.60620
N -2.29995 1.12778 -0.41340
C -0.01041 1.11886 1.98035
C 2.37762 -0.01101 0.67624
C 0.40659 0.11320 -1.54248
C 0.13469 -0.44758 -0.18253
C 0.06340 -1.93610 -0.02878
C 0.02421 0.36944 0.92137
H 1.07139 -2.34106 -0.12328
H -1.96400 2.00993 -0.03202
H -0.39855 -0.19027 -2.21828
H 1.33501 -0.31629 -1.91668
H -2.09440 1.08161 -1.40936
H -0.96265 1.45970 2.36690
H -0.34283 -2.21740 0.93968
H 0.90752 1.39060 2.48094
H -0.56063 -2.34810 -0.82272
H 0.51054 1.19520 -1.53187


No. 11
Molecular formula: C6H10N2O
Method: DFT, the ωB97M-V functional and the def2-TZVPD basis

Properties
Largest force on an atom ... 4.59 eV Å⁻¹
Net charge ... 0
ΔE to the lowest compared entry with this formula, charge and spin ... 57.7 kcal per mole
Frontier orbital gap ... 8.72 eV
E_HOMO ... -7.84 eV
SMILES string ... C=N/C(C)=C(\N)C(=C)O

Positions of all 19 atoms, in Å:
O -2.30267 -0.21132 -0.85260
N 0.66614 -1.89132 0.12311
N 2.04536 0.43731 -0.79660
C 0.04103 -0.70043 -0.15230
C -1.49120 -0.56438 0.19578
C -0.06641 1.78492 -0.88315
C 0.54517 0.46048 -0.54936
C -1.97197 -0.96181 1.37793
C 2.74326 0.72582 0.23978
H -3.03429 -1.06184 1.57148
H 3.84140 0.79462 0.16641
H -1.29749 -1.24506 2.18023
H 1.66600 -1.84052 -0.06638
H 2.31213 0.87436 1.25039
H 0.18551 -2.67940 -0.29864
H -0.76858 2.10725 -0.10932
H -3.22936 -0.33459 -0.58850
H -0.58522 1.74543 -1.84509
H 0.70119 2.56049 -0.96318


No. 12
Molecular formula: C6H10N2O
Method: DFT, the ωB97M-V functional and the def2-TZVPD basis

Properties
Largest force on an atom ... 3.39 eV Å⁻¹
Net charge ... 0
ΔE to the lowest compared entry with this formula, charge and spin ... 51.6 kcal per mole
Frontier orbital gap ... 9.75 eV
E_HOMO ... -8.77 eV
SMILES string ... CC(C)Oc1cc[nH]n1

Positions of all 19 atoms, in Å:
O 0.68475 1.01995 -0.13849
N 3.34995 -0.17067 1.62407
N 2.80160 0.70518 0.70692
C -0.59191 0.53031 -0.29560
C -1.33094 1.51976 -1.27046
C -0.71965 -0.89500 -0.97860
C 1.51376 0.37386 0.66719
C 1.18882 -0.64770 1.58726
C 2.43353 -1.01329 2.10194
H -1.69736 -0.88358 -1.31483
H -0.34248 -1.68117 -0.41206
H -1.22972 2.69500 -1.28147
H -2.41562 1.26641 -1.24513
H -0.80276 1.44076 -2.21996
H 0.25576 -1.08456 1.58386
H 2.74981 -1.64786 2.86948
H 4.29831 -0.28544 1.88083
H -0.99885 0.55095 0.74922
H -0.21119 -0.91539 -1.89897